A cluster of 11 separate species, C54H66O26 in total at a distorted geometry. Source: the OMol25 dataset; level of theory: ωB97M-V/def2-TZVPD.

Calculated values
- multiplicity = 1

Structure (XYZ):
```
146
Properties=species:S:1:pos:R:3:forces:R:3
O 2.8600 5.8607 -1.4418 -0.34 0.56 0.58
C 1.5381 5.6360 -1.5748 -1.04 -0.46 -0.77
C 0.9952 4.5508 -2.2806 1.02 -0.27 0.03
C -0.3585 4.4448 -2.5216 -0.77 -0.39 -1.03
C -1.1819 5.4204 -2.0126 -1.46 0.80 1.49
O -2.5545 5.2478 -2.1623 -1.19 1.33 0.68
C -0.7104 6.4616 -1.1967 0.45 -0.92 -1.54
C 0.6571 6.5735 -1.0670 0.44 0.37 0.69
H 3.3262 5.2207 -1.9651 0.78 -0.87 -0.37
H 1.6742 3.7811 -2.6305 0.00 0.06 -0.21
H -0.8379 3.6888 -3.2072 0.85 0.62 1.02
H -3.0909 5.9985 -1.7259 1.58 -1.66 -1.08
H -1.3727 7.2361 -0.8702 -0.27 0.23 0.39
H 1.1133 7.3714 -0.5136 -0.04 0.49 0.17
O 1.4956 5.8064 1.7725 0.28 0.76 0.02
C 2.1156 4.8083 2.4464 -0.83 -1.73 -1.03
C 1.9928 3.4821 1.9291 -0.28 0.89 1.62
C 2.3815 2.4278 2.7430 0.27 0.00 -1.13
C 2.9189 2.6484 3.9877 -0.18 0.02 0.70
O 3.2997 1.6160 4.8071 -0.05 -0.73 0.51
C 3.0968 3.9630 4.4532 1.45 -1.35 0.73
C 2.7385 5.0366 3.6683 -0.25 0.03 0.05
H 1.2295 5.4786 0.9040 -0.03 0.09 0.02
H 1.4099 3.1968 1.0501 0.34 0.63 -0.11
H 2.3419 1.4495 2.2751 -0.15 -0.30 0.48
H 2.7157 0.8185 4.8078 0.47 1.07 -0.49
H 3.7044 4.0537 5.4005 -1.09 0.17 -1.01
H 2.8759 6.0219 4.0836 -0.09 0.29 -0.30
O 1.5655 -1.3053 4.0240 -0.24 0.24 0.26
C 1.3453 -2.6531 3.8087 1.47 0.74 0.71
C 0.1596 -3.0863 3.3353 -0.99 -0.37 -0.40
C 0.0229 -4.4165 2.9915 -1.07 0.11 0.12
C 1.0222 -5.3339 3.1943 -1.16 -0.34 -0.44
O 0.8123 -6.6716 2.9461 -0.37 -0.47 -0.19
C 2.2117 -4.9026 3.7297 0.26 0.03 0.66
C 2.3657 -3.5771 4.1016 -0.79 0.79 -0.82
H 0.7444 -0.7738 3.8956 0.63 -0.82 0.14
H -0.6722 -2.3962 3.3074 -0.13 -0.01 -0.34
H -0.9582 -4.7252 2.6672 -0.12 -0.34 -0.21
H -0.1343 -6.8951 2.7675 1.21 0.72 0.23
H 2.9281 -5.6619 3.9617 0.58 -0.13 0.14
H 3.2209 -3.1685 4.5882 0.74 -0.13 0.18
O -0.5842 2.3371 8.1849 -0.40 0.18 1.12
C -0.8260 1.7562 6.9940 -0.67 -0.54 -0.95
C -0.1887 2.2306 5.8621 0.28 -1.96 -1.24
C -0.3365 1.4833 4.6653 -1.71 -0.82 0.33
C -1.2790 0.3885 4.5760 1.04 1.41 -0.69
O -1.5555 -0.2703 3.3621 0.51 0.54 1.37
C -1.9360 -0.0122 5.7215 -0.43 -0.57 -0.74
C -1.7030 0.6658 6.8795 0.82 0.82 1.67
H -1.2244 2.0049 8.8468 0.57 0.26 -0.51
H 0.5950 2.9553 5.8929 0.12 0.66 0.16
H 0.1957 1.7816 3.7703 -0.01 0.09 -0.02
H -1.2472 0.3184 2.6623 0.00 0.19 -0.65
H -2.6337 -0.8519 5.6914 0.23 0.22 -0.01
H -2.0769 0.3324 7.8397 -0.49 -0.29 -0.12
O -0.5701 -7.3468 -3.0158 -1.48 0.41 -1.28
C 0.5207 -6.6188 -2.6763 -0.33 -0.30 -0.33
C 0.9148 -6.7594 -1.3875 -0.21 -2.14 2.85
C 2.0710 -6.2067 -0.8866 0.26 1.45 -0.56
C 2.7624 -5.3324 -1.7112 1.06 0.81 0.62
O 3.8745 -4.5528 -1.2330 -1.11 -1.39 0.54
C 2.3826 -5.1648 -3.0167 -0.36 -1.03 -0.45
C 1.2749 -5.8766 -3.5323 0.98 1.70 -0.44
H -1.1508 -6.8171 -3.6175 0.69 -0.48 0.58
H 0.3081 -7.4922 -0.7770 0.74 1.09 -0.56
H 2.4525 -6.2231 0.1083 -0.35 -0.72 0.88
H 4.0745 -4.8692 -0.3147 -0.23 0.46 -1.21
H 3.0730 -4.6465 -3.6365 0.06 0.69 -0.66
H 0.9822 -5.7315 -4.5683 0.11 -0.18 0.07
O -1.9843 3.1907 0.4232 0.24 0.34 -0.08
C -2.9520 3.0667 1.4112 0.50 1.87 0.41
C -3.0073 3.9481 2.5431 1.36 -0.57 -3.55
C -3.7965 3.6357 3.5533 -0.90 -0.49 1.46
C -4.5446 2.4562 3.4922 0.23 -0.07 0.41
O -5.1957 2.2272 4.6589 -0.90 -2.23 0.66
C -4.5412 1.6267 2.3808 -1.16 -0.04 0.57
C -3.7730 2.0051 1.2924 0.28 -1.13 0.01
H -2.0816 3.9404 -0.1595 -0.24 0.55 -0.23
H -2.4459 4.8522 2.5497 0.69 0.41 -0.03
H -3.7342 4.2403 4.4523 -0.51 -0.22 0.02
H -5.3517 1.2508 4.7809 0.11 1.51 -0.28
H -5.1703 0.7243 2.3168 0.36 0.51 0.26
H -3.6562 1.3777 0.4129 -0.22 0.01 0.11
O 2.9840 -1.3665 -2.2536 0.16 -0.24 1.01
C 2.1798 -0.6770 -1.3479 0.16 -1.91 -0.96
C 1.6663 -1.4035 -0.2204 -0.22 2.23 -1.10
C 0.7718 -0.7454 0.6089 -0.10 -0.56 0.37
C 0.3539 0.5452 0.2200 -0.89 -0.77 0.97
O -0.6165 1.1450 0.9809 0.92 -1.96 1.28
C 0.7523 1.1438 -0.9381 1.34 1.01 -1.17
C 1.7447 0.5564 -1.7582 -1.15 1.12 0.55
H 3.2544 -2.1787 -1.7886 0.12 0.11 -0.50
H 1.8462 -2.4540 -0.1632 0.43 -0.51 0.37
H 0.3607 -1.2849 1.5185 0.38 0.97 -1.31
H -0.8844 1.9344 0.5504 -0.81 1.65 -0.56
H 0.4039 2.1559 -1.2376 -0.07 -0.87 0.44
H 1.9934 1.1005 -2.7035 0.16 -1.06 0.95
C 4.7771 3.0537 0.2517 0.37 -0.89 1.64
O 5.3327 2.3075 -0.8190 -0.27 0.32 -0.19
C 4.8147 2.5627 -2.0328 0.94 -1.38 0.80
O 4.1305 3.4905 -2.3632 -0.26 0.32 -0.09
O 5.1571 1.5868 -2.8457 -0.09 -0.05 -1.01
C 6.0212 0.4979 -2.4413 -0.44 0.01 -0.30
H 4.5561 2.3693 1.1059 0.16 0.20 -0.88
H 3.8563 3.4772 -0.0726 -0.47 0.79 0.00
H 5.5223 3.7383 0.6500 -0.19 0.47 -0.35
H 5.7418 0.1207 -1.4518 -0.04 -0.07 -0.43
H 7.0441 0.8642 -2.4097 0.09 -0.07 -0.04
H 5.8802 -0.2428 -3.2521 0.18 0.33 0.72
C -0.1676 1.1540 -6.6920 -0.45 1.76 0.00
O -1.3718 1.5111 -5.9824 0.87 -0.74 0.46
C -1.2607 1.1752 -4.6616 -1.06 0.50 -1.90
O -0.3018 0.7819 -4.0968 2.14 -0.60 0.77
O -2.4279 1.3454 -4.1552 -2.20 0.19 1.06
C -2.6698 1.2448 -2.7193 2.14 -0.03 -1.21
H 0.6513 1.5733 -6.1399 0.68 -0.26 0.18
H -0.1904 1.6514 -7.6471 -0.32 0.22 -0.32
H -0.0951 0.1170 -6.8615 0.13 -1.32 0.15
H -3.5282 0.6840 -2.6059 -1.48 -1.66 0.22
H -2.9414 2.2191 -2.4795 -0.06 1.87 0.98
H -1.8053 0.8540 -2.1562 -0.41 0.18 -0.39
C -1.1818 -2.1960 -3.4659 -1.46 0.43 -1.36
O -1.3797 -3.6126 -3.6219 0.74 -0.55 0.91
C -2.0824 -3.9920 -4.6412 -1.42 2.00 -3.05
O -2.5348 -3.2316 -5.5147 0.44 -1.53 1.40
O -2.2403 -5.2988 -4.6709 0.33 -1.81 1.13
C -3.2236 -5.8803 -5.5688 2.09 -0.46 -0.20
H -1.4506 -1.7020 -4.4116 0.24 -0.19 0.34
H -0.1768 -1.9810 -3.2459 1.25 -0.03 0.53
H -1.8963 -1.8763 -2.7258 0.42 0.32 0.25
H -2.8774 -5.5990 -6.5441 -0.21 -0.18 -0.76
H -4.1097 -5.3914 -5.3570 -2.07 0.59 0.24
H -3.2772 -6.9966 -5.4580 0.30 1.29 0.28
C -2.4469 -2.8831 0.4301 0.06 -0.66 0.36
O -3.4303 -3.5633 -0.4416 1.03 1.27 0.94
C -3.7251 -2.7404 -1.4306 -0.62 2.32 -0.23
O -3.3833 -1.5444 -1.5074 -0.80 -2.40 0.16
O -4.5353 -3.3321 -2.3005 0.33 -0.25 0.46
C -4.9469 -2.4863 -3.3748 -0.41 -1.15 -0.86
H -2.6006 -1.8407 0.6247 -0.91 0.47 -0.20
H -1.5083 -2.9109 -0.0647 0.95 -0.31 -0.47
H -2.3565 -3.3611 1.3968 -0.41 -0.64 -0.16
H -5.5817 -3.1303 -4.0296 0.36 0.67 0.65
H -4.0812 -2.1948 -3.9308 0.41 0.33 -0.45
H -5.4526 -1.6199 -3.0045 -0.48 0.42 0.18
```
Positions in Å, forces in eV/Å.

***

An isolated molecule of C5H12O. Source: the OMol25 dataset; level of theory: ωB97M-V/def2-TZVPD.

Calculated values
- multiplicity = 1
- energy relative to the best compared isomer or geometry (same formula, charge and spin) (kcal per mole) = 6.1

Structure (XYZ):
```
18
Properties=species:S:1:pos:R:3:forces:R:3
C -2.5352 -0.0728 0.2015 -0.06 0.02 0.04
C -1.2273 0.0372 -0.5763 0.01 -0.03 -0.04
C 0.0189 0.0746 0.3195 0.02 0.24 -0.21
O -0.0824 -0.8303 1.4114 -0.04 -0.29 0.02
C 1.3109 -0.1870 -0.4733 -0.05 0.04 -0.06
C 2.5236 0.5979 0.0265 0.04 0.02 0.03
H -3.3975 -0.0687 -0.4729 0.13 0.01 0.07
H -2.5647 -0.9984 0.7827 -0.04 0.13 -0.06
H -2.6528 0.7548 0.9087 0.04 -0.07 -0.09
H -1.1484 -0.8019 -1.2840 0.04 0.05 0.13
H -1.2289 0.9460 -1.1913 0.04 -0.12 0.06
H 0.0747 1.0574 0.8062 -0.02 -0.08 -0.12
H -0.2548 -1.7071 1.0408 0.09 0.11 0.15
H 1.4960 -1.2667 -0.4141 0.04 0.10 -0.03
H 1.1575 0.0384 -1.5349 -0.05 0.00 0.09
H 3.4599 0.1895 -0.3658 -0.12 0.04 0.02
H 2.4601 1.6399 -0.3034 0.00 -0.08 0.10
H 2.5904 0.5972 1.1187 -0.05 -0.09 -0.11
```
Positions in Å, forces in eV/Å.

***

An isolated molecule of C4H9NO. Source: the OMol25 dataset; level of theory: ωB97M-V/def2-TZVPD.

Calculated values
- multiplicity = 1
- energy relative to the best compared isomer or geometry (same formula, charge and spin) (kcal per mole) = 114.3

Structure (XYZ):
```
15
Properties=species:S:1:pos:R:3:forces:R:3
C 0.4237 0.8165 1.3695 0.03 0.02 0.08
C 0.1346 -0.0873 0.1841 0.06 0.29 -0.03
C 0.4615 0.5176 -1.1853 0.22 0.11 0.16
O -0.2096 -0.1318 -2.2269 -0.22 0.02 -0.02
C -0.5193 -1.8481 0.3067 -0.11 0.02 -0.20
N -1.2416 -0.6138 0.1948 -0.09 -0.10 0.23
H 0.2792 0.2748 2.3093 0.02 0.06 -0.14
H 1.4538 1.1853 1.3392 -0.13 -0.06 -0.01
H -0.2519 1.6791 1.3502 0.09 -0.12 -0.02
H 0.1949 1.5878 -1.1370 0.01 -0.16 -0.01
H 1.5351 0.4526 -1.3898 -0.13 0.02 0.05
H -1.1209 -0.2429 -1.9044 0.12 -0.04 -0.12
H 0.7969 -1.0181 0.4154 0.05 -0.03 -0.03
H -0.2627 -2.0907 -0.7438 0.02 -0.01 0.20
H -1.6602 -0.3948 1.0973 0.06 -0.01 -0.13
```
Positions in Å, forces in eV/Å.

***

no.,E_HOMO (eV)
1,-7.87
2,-10.14
3,-8.54